(1)
C3H9FINO3S | wB97M-V/def2-TZVPD

Calculated values
2S+1 = 1
Total charge = 0
HOMO = -9.79 eV
Electronic energy = -32541.9069 eV

Each line ends with the Löwdin charge.
CARTESIAN COORDINATES (ANGSTROEM)
1 O -3.184 0.103 -2.796  -0.25
2 S -3.410 -1.186 -2.259  0.43
3 O -2.594 -2.283 -2.640  -0.29
4 F -4.890 -1.584 -2.596  -0.15
5 N -3.650 -1.077 -0.639  -0.65
6 I -1.962 -1.214 0.503  0.97
7 H -4.371 -1.715 -0.327  0.02
8 C 2.593 0.058 -0.060  -0.06
9 C 1.480 0.672 0.772  -0.52
10 C 1.951 1.889 1.549  -0.06
11 O 0.922 -0.303 1.659  -0.15
12 H 3.411 -0.272 0.587  0.08
13 H 2.226 -0.808 -0.612  0.08
14 H 2.994 0.780 -0.773  0.08
15 H 0.653 0.955 0.118  0.12
16 H 2.751 1.610 2.241  0.08
17 H 1.133 2.312 2.131  0.08
18 H 2.336 2.658 0.878  0.08
19 H 1.613 -0.593 2.264  0.09


(2)
C3H9FN2 | wB97M-V/def2-TZVPD

Calculated values
2S+1 = 1
Total charge = 0
HOMO (alpha / beta) = -9.38 / -9.35 eV
Electronic energy = -8948.2379 eV

Each line ends with the Löwdin charge.
CARTESIAN COORDINATES (ANGSTROEM)
1 C 0.523 1.555 -0.158  -0.07
2 C -2.095 -0.977 0.319  -0.27
3 C 1.667 0.469 0.011  -0.30
4 N -1.462 -0.609 -0.812  0.01
5 N 1.160 -0.791 0.307  -0.01
6 F 1.899 -1.792 -0.276  -0.07
7 H 0.157 1.778 0.854  0.08
8 H 1.041 2.285 -0.761  0.06
9 H -0.274 1.064 -0.786  0.05
10 H -2.135 -2.031 0.616  0.08
11 H -1.551 -0.545 1.197  0.08
12 H -3.189 -0.590 0.189  0.10
13 H 2.316 0.274 -0.886  0.12
14 H 2.424 0.697 0.944  0.17
15 H -0.482 -0.788 -0.760  -0.03


(3)
C3H9FOSi | wB97M-V/def2-TZVPD

Calculated values
2S+1 = 1
Total charge = 0
HOMO = -7.96 eV
Electronic energy = -15898.9009 eV

Each line ends with the Löwdin charge.
CARTESIAN COORDINATES (ANGSTROEM)
1 C -0.710 2.108 0.344  -0.21
2 C 0.997 -0.314 1.447  -0.19
3 C -0.781 -1.494 -1.499  -0.15
4 O -0.351 -2.652 -0.861  -0.11
5 F 1.502 0.904 -1.103  -0.27
6 Si 0.221 0.490 -0.043  0.68
7 H -0.124 2.867 0.853  0.02
8 H -1.083 2.714 -0.603  0.07
9 H -1.603 1.686 0.779  0.00
10 H 1.852 0.260 1.740  0.03
11 H 0.165 -0.317 2.114  0.02
12 H 1.415 -1.248 1.225  0.00
13 H -1.829 -1.426 -1.462  0.03
14 H -0.194 -1.133 -2.339  0.04
15 H 0.524 -2.445 -0.593  0.04


(4)
C3H9IN3 | wB97M-V/def2-TZVPD

Calculated values
2S+1 = 1
Total charge = +1
HOMO (alpha / beta) = -12.00 / -12.40 eV
Electronic energy = -15817.5829 eV

Each line ends with the Löwdin charge.
CARTESIAN COORDINATES (ANGSTROEM)
1 C 0.829 1.235 0.571  -0.58
2 C -0.035 0.288 -1.560  -0.03
3 C -0.283 0.765 -0.126  -0.53
4 N -0.079 -1.359 1.170  0.15
5 N 0.402 -2.218 0.333  0.09
6 N -1.585 0.984 0.306  0.10
7 I 0.622 2.421 2.300  0.91
8 H 1.785 1.292 0.036  0.05
9 H 1.060 -0.070 -1.780  0.13
10 H -0.026 1.200 -2.061  0.08
11 H -0.672 -0.417 -1.924  0.04
12 H 0.046 -2.482 -0.518  0.10
13 H 1.359 -2.606 0.624  0.19
14 H -2.311 0.431 -0.135  0.11
15 H 0.655 -1.312 1.920  0.12
16 H -1.766 1.848 0.843  0.07